Computed, not measured: a cluster of 12 separate species, C72H180N12O24 in total, with the ωB97M-V functional and the def2-TZVPD basis.

highest occupied orbital energy	-8.109	eV
lowest unoccupied orbital energy	0.43	eV

```
! wB97M-V def2-TZVPD RIJCOSX def2/J DEFGRID3
* xyz 0 1
H -5.1444 -5.2966 3.3443
H -4.2821 -0.2720 -2.4625
O 5.0245 9.8900 4.8317
H 4.1579 -6.1294 -4.2565
H 7.0632 -2.2437 2.3575
H -9.3018 2.4381 0.3903
H 3.2795 -4.0970 -1.3508
O -2.2665 4.0549 -0.2000
C -4.2697 0.3485 -3.3585
H -5.6265 -3.4877 -4.1435
H -5.3122 0.6929 0.8050
H -4.5453 -7.8300 -3.3779
C -3.1436 -4.5139 5.8168
H -2.3362 0.9480 -3.9123
C 4.2320 -5.0799 -4.5415
O 8.5414 -2.5577 -2.3613
H -11.8375 2.5134 -0.0793
H 10.2503 6.9959 7.3116
H -6.9253 -2.2092 4.9731
C -1.8377 -0.0613 1.2404
O -3.1122 -4.8927 3.3176
C 4.2983 -4.4818 -1.3053
C 0.3156 1.0420 0.9619
H -3.9382 -1.8154 6.0464
H 11.6006 6.0562 6.8830
H -0.8701 -2.6529 0.0201
H -1.6239 -0.8005 2.0125
H 0.6298 -2.2522 6.1639
H 7.0926 9.9457 4.7810
C -5.4691 -2.8646 7.1951
H 2.4122 -2.5473 -2.7265
C 9.6562 4.9745 4.7755
H -12.6398 1.8441 1.2322
H -1.8354 3.6778 4.7476
C -6.3526 0.4986 1.0657
C 3.2794 1.7408 -3.9994
N -1.3833 1.9329 5.6838
C 6.2448 10.3306 4.2143
H -2.8446 -7.4636 -3.6258
C -4.5965 -5.2609 -3.7720
H -5.2701 -5.7091 -3.0416
H 3.3133 0.6868 -3.7237
H -6.3303 3.2313 5.0520
O 5.7773 -1.0127 -6.9302
C 0.4989 4.1898 -5.2479
C 3.0559 -1.1949 0.6008
H -0.3647 -2.5560 -3.0167
N -7.1330 0.6984 -0.1305
H -0.1855 3.5195 -5.7680
H -6.4995 -3.8694 0.4385
H -3.6559 2.4759 0.3135
H -7.6234 -4.2762 -9.9621
C 4.8130 -1.9749 -6.4828
H -7.6501 -3.2421 -5.2745
H 5.0751 2.0659 -2.7678
C -6.5075 -0.9005 1.7409
H 2.5154 9.5751 5.5759
H -0.8883 4.6345 1.1561
C -3.8028 -7.5737 -4.1336
H 8.8576 3.1753 5.3938
H -2.1582 3.6341 6.5432
H 3.3299 1.5306 3.7743
H 1.6170 -2.1023 4.7099
H -2.9981 -3.9865 7.8455
H -6.7894 -3.6795 4.1484
H 1.5619 6.5083 2.3011
H -8.8498 0.5136 -1.0473
C -2.2827 3.1367 5.5813
H 9.4406 5.8588 4.1758
H 3.7010 11.3923 4.4326
H 3.2051 -6.9076 1.6383
N 1.9666 2.3677 -4.3544
C 3.8678 1.2242 4.6715
C 5.6582 0.1915 -6.2475
H 0.3733 4.8139 -7.9275
C 5.7916 2.6502 3.9554
H 7.4763 4.7171 6.0345
H -5.3772 -3.4609 8.1029
H -1.0883 -2.6215 -6.9638
C 2.5803 9.6311 4.4893
H 3.9993 4.1120 -0.8143
H -3.8708 2.2682 4.3218
H 4.3776 3.4400 -3.1183
H -6.8132 -5.9634 -5.2329
H 3.6057 2.8909 0.4755
H -8.9433 -0.5517 0.2479
H -3.1366 2.1385 -4.3743
H -4.6559 2.3861 -1.8678
H 0.9513 -1.4413 -7.1346
H -3.8621 -4.6972 -3.1967
N 2.2873 -2.5426 -6.2451
C 1.0322 6.3807 3.2452
H -0.0355 4.4842 -4.3447
N 7.2569 -2.6741 0.3307
C -1.0886 -5.1840 -5.8244
H 8.9951 -1.6069 -4.0928
H -1.7879 -4.1088 4.6570
H -4.2713 -0.2170 -4.2904
H 2.9858 4.7266 2.8923
C -1.9555 4.4132 1.1451
H 5.2271 3.6895 5.7357
H 4.8092 0.7482 -6.6444
C 7.6427 -1.5221 -1.9102
H -2.0976 -2.8935 -1.2246
C -8.5327 0.4249 -0.0082
H -8.9030 1.6198 1.8079
N -2.6882 2.0121 -2.1941
H 3.4380 -6.1700 -1.5939
H 5.0945 2.7908 -0.4305
O -4.0964 -6.2684 -4.6513
H -6.2129 4.9291 5.6326
C 7.7487 -1.4866 -0.4311
H 6.0447 -3.5085 1.9661
H 7.5548 -2.6798 -4.2796
H -0.5279 1.6423 3.7987
H -4.9327 -4.1751 -5.6142
C -3.5879 3.3977 -0.2643
C -11.6347 2.1272 0.9196
C -0.6568 -0.2617 4.8305
H 1.7019 10.2118 4.2076
H 5.2842 -4.9644 -4.8012
O -6.1462 -3.6524 6.1926
N -2.9943 -3.5278 6.9457
H 3.4058 -0.8674 -5.5642
H -0.0945 -5.9269 0.1372
H 6.3244 11.3698 3.8952
C -1.1643 -2.3801 -0.9934
H 2.1010 -1.4353 6.3125
C -9.3384 1.4393 0.8251
N 7.1892 4.4357 5.1080
H 2.8184 3.7212 4.3417
C 3.1829 -6.1616 0.8440
H -2.6501 0.4086 1.7948
H 1.3444 2.4467 -3.5627
H -0.7892 -0.3838 -0.9917
O -1.0578 1.1426 1.1376
N 2.4443 8.3296 3.8879
H -7.5929 0.4731 -3.3115
O 4.1188 -2.0070 0.5743
C -6.6774 -0.0772 -3.5287
H -3.7517 3.7829 -2.4075
H 4.3073 -7.6359 -0.2903
C -3.9417 -2.4685 6.9191
H -2.4927 -5.3028 6.1937
H -5.9176 -0.8314 2.6549
H 6.4854 2.5496 5.8984
O -10.7054 1.0751 0.8419
O -0.4253 -3.9532 -5.5235
C 3.8143 10.3733 4.0627
C 4.0526 2.4301 -2.8681
H 0.2808 8.3074 4.0551
H 3.9829 1.7389 -4.8320
H -4.1755 -4.8435 5.9376
H 5.2462 -6.1618 0.4684
H 5.6620 0.1353 -5.1590
N -6.7903 -5.0239 -4.8630
H 10.5755 4.5523 4.3696
H 4.8308 -4.0637 -0.4510
C 5.2335 -1.5674 1.4541
H -0.0312 6.2378 3.0534
H 0.9354 -4.5912 -0.0900
C -3.7331 2.9448 -1.7109
H -8.5129 -4.6632 -5.5258
H -6.4845 -2.4468 -0.7235
H -9.3253 -4.2214 -9.9169
H -6.5458 0.4104 -0.9001
H 9.1880 -3.3477 -4.2563
C 0.8675 -5.5294 0.4607
C 8.5473 -2.5687 -3.8429
O 9.7627 5.4387 6.0966
H 6.5245 0.8058 -6.4930
H 6.6249 -3.1467 -0.2996
H 2.7039 -0.9985 1.6135
C 1.2831 -1.5806 5.6068
H -6.5893 -0.3439 -4.5819
O -5.9198 -2.0522 1.2109
H -6.7778 -5.1882 -7.5092
H -1.3928 -0.7854 5.4406
C -6.2675 -3.0743 4.8896
H 3.2707 -5.2481 1.4321
C 4.7795 -3.7606 -2.5587
H 1.1917 7.4653 5.2105
H 6.6422 2.3569 3.3401
O 3.9037 -3.9864 -3.7022
C 3.3361 -1.4403 -6.4889
H 0.5324 -3.4713 -2.0152
O 2.0755 -6.3034 0.0723
H 4.8712 -2.8779 -7.0906
H -8.5028 -5.5542 -9.1171
H -3.9098 -8.4380 -4.7890
C -5.4568 -4.4158 -4.6893
H -2.0801 3.6850 1.9466
C -2.5238 -0.6390 -0.0308
O 0.8940 -1.4860 -1.8654
H 8.7114 -1.1157 -0.0793
H 2.7702 -0.8425 -2.1801
H -4.4560 -5.2230 1.7194
H 0.4843 0.3478 0.1386
O 0.6631 -0.2785 5.4218
C 4.0429 3.0670 -0.5073
C 6.1522 3.3665 5.2583
C -4.4518 -4.7522 2.7024
H 7.8773 -0.5201 -2.2694
C 1.9721 3.7304 -4.9011
H -1.4348 -5.6575 -4.9058
C 1.0552 5.3504 -7.2678
O 5.2532 1.3861 4.2693
H -0.3176 -5.8242 -6.2532
O -5.6052 0.8097 -3.1942
H 6.5884 -1.7336 -2.0886
C -2.8550 -4.0618 4.4398
H 10.7743 7.2509 5.8088
C -1.2214 1.1193 4.4572
H -4.4224 4.0443 0.0070
C 2.6408 4.7132 3.9262
H 1.6998 -1.1445 -3.5988
H 7.1544 -0.6471 -0.0703
C -7.5330 -4.2286 -5.7233
H -1.9963 -4.8654 -6.3370
N -1.5673 -1.0211 -1.0840
H -2.2004 0.7780 4.1208
H 1.1037 6.3693 -7.6520
H -7.7815 -2.5730 0.3804
O -4.4257 4.0750 5.1579
H -5.2836 -2.6810 4.6339
O -8.2795 -3.7366 -8.0485
H 3.9711 10.3428 2.9845
H 2.2256 -1.7743 0.1970
H 3.0729 -0.8846 -7.3889
C -3.7763 2.8484 5.2397
H -3.1528 0.1446 -0.4532
H 2.2660 4.4081 -4.0996
H 4.9651 -2.3328 -5.4645
O 3.4553 2.2899 -1.5010
C -0.1729 -3.1251 -6.6532
C 2.0521 -1.5222 -2.6389
C 8.5329 3.9509 4.7002
H 3.6262 0.1666 4.7780
H 4.7192 -2.6985 -2.3210
H 5.0817 3.2715 3.4094
H -3.7724 -1.8971 7.8318
H -0.5038 -0.8963 3.9576
C -5.7420 3.9461 5.6275
O 0.5411 5.4415 -5.9748
H 0.7450 2.0191 0.7407
H -3.0338 -3.0420 4.0992
H -1.6932 2.0814 -2.0347
H -2.4870 5.3427 1.3493
C -6.7241 -2.8156 0.2739
H 8.3725 3.4920 3.7246
H 2.6219 3.8411 -5.7691
C 4.3688 -6.5806 -0.0244
H 6.2212 9.9380 3.1978
C 6.4206 -2.5771 1.5426
H -7.5070 -1.1857 2.0690
H -6.5274 1.3634 1.7058
H -6.8133 -0.9795 -2.9324
H 3.4532 5.2193 4.4477
H 4.9673 -1.1888 2.4410
H 2.0376 4.8930 -7.3853
H -3.1467 -1.4881 0.2505
C 0.8988 -2.1298 -6.2913
C 1.1419 7.6440 4.1364
H 0.1578 -3.6277 -7.5621
H 3.1842 -0.2800 0.0223
H 2.3792 -2.9326 -5.3180
H -4.1694 2.2134 6.0336
C -8.4648 -4.4803 -9.2999
C -0.0807 -2.5716 -1.9645
O 1.3548 5.2212 3.9775
H -4.6600 -3.6934 2.5487
C -7.1975 -4.2104 -7.2729
H 0.8574 0.7386 1.8577
H 3.5906 1.6545 5.6338
H 0.6283 -1.5227 -5.4274
H 0.8181 -5.2817 1.5210
C 10.6478 6.4060 6.4857
C -3.1848 1.4922 -3.4979
H -5.8342 3.5388 6.6344
H -5.8998 -1.9210 7.5302
N 4.3762 -5.9167 -1.3188
H 5.8267 -3.8822 -2.8354
H 3.6609 -4.9780 -5.4643
H 5.4990 -0.6527 0.9240
H 3.1553 7.6420 4.0924
H -11.4624 3.0361 1.4961
H -6.3728 -3.5071 -7.3886
H -0.5530 2.4756 5.8738
*
```

---

Computed, not measured: a structure of composition C2H3OV, with the ωB97M-V functional and the def2-TZVPD basis.

highest occupied orbital energy (spin up / spin down)	-7.354 / -9.701	eV
lowest unoccupied orbital energy (spin up / spin down)	-0.26 / -0.48	eV

```
! wB97M-V def2-TZVPD RIJCOSX def2/J DEFGRID3
* xyz 0 5
C -1.2942 0.9099 -0.0905
H -2.1264 1.4584 -0.5520
C -1.4983 -0.5029 0.1126
O 0.3285 -1.0212 0.3190
V 0.6992 0.7704 -0.0507
H -1.7646 -1.0692 -0.8016
H -2.1768 -0.7835 0.9434
*
```

---

Computed, not measured: an isolated molecule of C18H26N6O4S, with the ωB97M-V functional and the def2-TZVPD basis.

highest occupied orbital energy	-9.207	eV
lowest unoccupied orbital energy	-0.48	eV

```
! wB97M-V def2-TZVPD RIJCOSX def2/J DEFGRID3
* xyz 0 1
H -2.4238 -3.1568 -1.5730
H 1.0824 0.2444 -2.0096
N -3.0085 5.4004 -1.3007
C 1.5072 -2.5909 -1.8593
H -0.8360 -3.2177 -0.7955
H 1.6615 -1.6618 1.6382
H -2.4254 -0.6992 -1.5009
H 1.6742 -2.3120 5.6057
H -0.4858 0.1428 -2.8361
H 1.1839 -3.3317 1.3499
H -2.0512 -1.3127 0.1361
H 3.1938 -4.1611 2.5099
C 2.2278 -2.0276 4.7066
C -0.9470 4.1233 -1.2232
H -1.4324 -2.0681 -3.5602
O 1.6930 -3.7624 -2.1245
H 2.2964 -0.3221 3.3575
H -2.7639 1.3886 0.8136
C -1.6923 -1.2512 -0.8913
C -2.6010 6.5791 -1.8484
N -0.4374 -0.5428 -0.8560
O -0.6633 -0.0101 1.5657
C -0.2741 2.9867 -0.8114
C -0.9428 2.0193 -0.0866
H 0.9838 -1.6420 -3.6991
H 0.7723 2.8472 -1.0304
O 1.3229 0.7432 0.3020
C -0.7740 -2.5548 -2.8367
H 1.8934 -1.0086 -0.6045
H -0.4285 4.8796 -1.7907
C 0.5314 -1.7555 -2.7084
H 3.8228 -2.1577 0.3392
N -4.6960 6.6181 -1.6255
C 0.1951 -0.3754 -2.1416
H -4.0070 3.4334 0.0617
H 1.6416 0.0199 4.9570
N -4.3460 5.4923 -1.1847
H 0.6650 -0.8543 3.7701
S -0.0943 0.5047 0.3600
C -1.4656 -2.6451 -1.4769
C -2.2934 4.2693 -0.9009
O 2.0992 -3.1494 3.8614
N -3.6505 7.3260 -2.0439
C 2.0432 -2.6686 1.4620
H 3.0516 -3.6756 -0.1877
C 2.8656 -2.6618 0.1722
C 1.6717 -0.7151 4.1562
H 3.2868 -1.8896 4.9793
H -1.5922 6.8505 -2.0680
H 3.7474 -2.4954 2.7955
C -2.2809 2.1582 0.2335
C -2.9641 3.2886 -0.1720
C 2.8592 -3.1298 2.6729
H -0.5396 -3.5569 -3.1960
N 2.1438 -1.9519 -0.8621
*
```

---

Result set for relative energy (zero: lowest compared OMol25 entry of this formula, charge and spin): 292.1; 27.2; 23.9 kcal/mol, one per record in the order listed.
Result set for strongest force on any atom: 0.091; 0.064; 0.033 hartree/bohr, one per record in the order listed.